# 1
{
  "formula": "C5H11N",
  "method": "ωB97M-V/def2-TZVPD",
  "max_force_ev_per_a": 1.129,
  "e_homo_ev": -9.168,
  "smiles": "C=C(C)CCN",
  "total_charge": 0,
  "relative_energy_kcal_mol": 19.6,
  "species": ["C", "C", "C", "C", "C", "N", "H", "H", "H", "H", "H", "H", "H", "H", "H", "H", "H"],
  "xyz": [[-0.9156, -1.6690, -0.2247], [0.1484, -0.9577, 0.0967], [1.5399, -1.3817, -0.3146], [0.0540, 0.2759, 0.9645], [-0.0224, 1.5498, 0.1130], [-1.4341, 1.8554, -0.2236], [-0.7831, -2.5545, -0.8387], [-1.9106, -1.3708, 0.0677], [2.2011, -0.5265, -0.3911], [1.9059, -2.1379, 0.3849], [1.4836, -1.8602, -1.2989], [-0.9103, 0.2373, 1.4654], [0.7780, 0.2934, 1.7760], [0.5565, 1.4589, -0.8097], [0.4335, 2.3692, 0.6706], [-1.5896, 1.5544, -1.1807], [-1.5353, 2.8640, -0.2567]]
}

---

# 2
{
  "formula": "C26H81N6O11",
  "method": "ωB97M-V/def2-TZVPD",
  "max_force_ev_per_a": 3.226,
  "e_homo_ev": -8.732,
  "total_charge": 1,
  "relative_energy_kcal_mol": 241.7,
  "species": ["O", "H", "H", "H", "O", "H", "H", "H", "C", "C", "O", "H", "H", "H", "H", "H", "C", "C", "C", "O", "C", "N", "H", "H", "H", "H", "H", "H", "H", "H", "H", "H", "H", "C", "C", "C", "O", "C", "N", "H", "H", "H", "H", "H", "H", "H", "H", "H", "H", "H", "C", "C", "C", "O", "C", "N", "H", "H", "H", "H", "H", "H", "H", "H", "H", "H", "H", "C", "C", "C", "O", "C", "N", "H", "H", "H", "H", "H", "H", "H", "H", "H", "H", "H", "C", "C", "C", "O", "C", "N", "H", "H", "H", "H", "H", "H", "H", "H", "H", "H", "H", "C", "C", "C", "O", "C", "N", "H", "H", "H", "H", "H", "H", "H", "H", "H", "H", "H", "O", "H", "H", "O", "H", "H"],
  "xyz": [[-0.8577, 4.3787, 3.7419], [-0.1580, 5.0209, 3.6023], [-0.6111, 3.6961, 4.3704], [-0.9853, 3.9770, 2.8794], [-2.1533, 4.5835, -2.1436], [-2.9845, 4.2481, -2.4872], [-1.4600, 4.8035, -2.7702], [-1.7864, 3.9865, -1.4874], [0.9541, 0.6331, -0.9799], [-0.0400, 0.6361, 0.2348], [-0.7102, 1.8488, 0.3942], [1.6149, -0.2206, -0.8287], [1.6000, 1.5108, -1.0046], [0.3712, 0.6156, -1.9007], [0.5792, 0.3533, 1.0861], [-0.7118, -0.2210, 0.1895], [-7.9065, 1.0865, -3.1001], [-6.3584, 1.2138, -2.8147], [-5.6505, 0.0876, -3.5646], [-6.0667, -1.2689, -3.3484], [-6.9349, -1.8286, -4.4368], [-5.9047, 2.5342, -3.1699], [-8.3414, 0.1620, -2.7205], [-8.1889, 1.1953, -4.1473], [-8.4985, 1.9287, -2.7417], [-6.1964, 1.2028, -1.7368], [-4.5924, 0.0203, -3.3118], [-5.5438, 0.2127, -4.6422], [-6.8528, -1.3950, -5.4335], [-7.9398, -1.6005, -4.0815], [-6.8696, -2.9143, -4.5093], [-6.1441, 2.7796, -4.1199], [-6.3928, 3.2225, -2.6148], [-0.3110, 3.7711, -11.5734], [0.0261, 3.8154, -10.1087], [0.4738, 2.3934, -9.6227], [0.7328, 2.2454, -8.2023], [0.4181, 0.9134, -7.8443], [0.9854, 4.8415, -9.9048], [-0.9233, 4.6343, -11.8341], [-0.8594, 2.8420, -11.7287], [0.6009, 3.8089, -12.1693], [-0.8148, 4.0185, -9.4456], [1.4390, 2.0550, -9.9996], [-0.2163, 1.6302, -9.9824], [0.8114, 0.1320, -8.4945], [-0.6530, 0.7248, -7.7717], [0.7372, 0.7898, -6.8094], [1.3212, 4.7523, -8.9564], [0.3952, 5.6248, -9.6635], [5.6148, -0.7256, 3.2243], [6.3005, -0.0609, 4.4184], [7.3166, 1.0481, 3.9864], [8.5215, 0.4038, 3.5301], [9.6572, 1.1731, 3.8387], [5.1943, 0.6057, 5.1853], [5.1070, -1.6527, 3.4903], [6.3197, -0.9614, 2.4270], [5.0229, -0.0273, 2.6325], [6.8312, -0.8011, 5.0171], [7.5041, 1.6424, 4.8807], [6.8997, 1.7113, 3.2285], [9.8420, 1.9536, 3.1006], [10.5521, 0.5510, 3.8243], [9.7355, 1.5627, 4.8537], [5.3752, 0.5630, 6.1780], [5.0104, 1.5793, 4.9895], [-6.8790, 1.2696, 3.2694], [-5.6503, 1.8663, 3.9405], [-6.0564, 2.6859, 5.2359], [-4.9848, 3.4172, 5.6960], [-5.2574, 4.2813, 6.7213], [-4.7127, 0.8541, 4.3426], [-7.4805, 0.5364, 3.8067], [-6.6786, 0.8195, 2.2971], [-7.6376, 2.0310, 3.0877], [-5.1351, 2.6009, 3.3216], [-6.6258, 2.1807, 6.0161], [-6.8668, 3.3152, 4.8681], [-5.5613, 5.2683, 6.3727], [-4.2730, 4.5283, 7.1187], [-5.9271, 3.9335, 7.5079], [-3.8823, 1.2706, 4.7391], [-4.3163, 0.5937, 3.4509], [4.2132, -6.6345, -0.6365], [3.5633, -5.9545, -1.8163], [3.8935, -4.4626, -1.9970], [3.6901, -3.7935, -3.3159], [4.4259, -2.6443, -3.6124], [4.1713, -6.7179, -2.9201], [3.8358, -6.1559, 0.2671], [5.2739, -6.3832, -0.6363], [4.0049, -7.6911, -0.4686], [2.5006, -6.1931, -1.7744], [4.9702, -4.3804, -1.8483], [3.4756, -4.0124, -1.0966], [5.4848, -2.7905, -3.8254], [4.5546, -1.8744, -2.8516], [4.0743, -2.1401, -4.5125], [4.1633, -6.1316, -3.7424], [3.4442, -7.3418, -3.2396], [0.4975, -5.1086, 7.3797], [1.3658, -4.2591, 6.3897], [0.7409, -4.2779, 4.9536], [0.7433, -5.5929, 4.3566], [0.0414, -5.7718, 3.0593], [1.3794, -2.9527, 6.9132], [-0.5584, -4.8929, 7.2167], [0.7671, -5.1647, 8.4343], [0.5767, -6.0920, 6.9163], [2.3117, -4.6496, 6.0143], [1.2609, -3.5634, 4.3155], [-0.3129, -4.0032, 5.0007], [0.2190, -4.8449, 2.5139], [-1.0397, -5.8067, 3.1942], [0.2608, -6.7584, 2.6512], [2.2083, -2.5074, 6.5462], [1.6570, -3.0733, 7.8768], [0.3543, 1.1240, 5.5534], [1.2632, 0.8307, 5.4892], [-0.0620, 0.4896, 6.1369], [3.9623, 5.5167, -0.2629], [3.7548, 6.3296, -0.7238], [3.5477, 4.8312, -0.7868]]
}

---

# 3
{
  "formula": "C4H7NO",
  "method": "ωB97M-V/def2-TZVPD",
  "max_force_ev_per_a": 1.251,
  "e_homo_ev": -10.811,
  "total_charge": 0,
  "relative_energy_kcal_mol": 47.0,
  "species": ["C", "C", "C", "O", "C", "N", "H", "H", "H", "H", "H", "H", "H"],
  "xyz": [[1.9396, 0.3638, 0.1658], [0.7729, 0.1645, 1.1370], [-0.4909, -0.1339, 0.3869], [-1.5582, 0.4082, 0.5976], [-3.0847, -0.9265, -2.7394], [-2.8615, -0.4842, -1.6760], [2.8645, 0.5732, 0.7087], [2.1050, -0.5322, -0.4423], [1.7478, 1.2011, -0.5129], [0.5997, 1.0406, 1.7686], [0.9797, -0.6903, 1.7962], [-0.4063, -0.8889, -0.4230], [-2.6078, -0.0953, -0.7673]]
}

---

# 4
{
  "formula": "C23H29BrNO5PbS",
  "method": "ωB97M-V/def2-TZVPD",
  "max_force_ev_per_a": 0.465,
  "e_homo_ev": -5.036,
  "total_charge": -1,
  "species": ["Pb", "C", "C", "C", "C", "C", "C", "C", "Br", "C", "O", "C", "C", "C", "C", "C", "C", "H", "H", "H", "H", "H", "H", "H", "H", "H", "H", "H", "H", "H", "H", "H", "H", "H", "H", "H", "H", "C", "C", "C", "C", "C", "C", "C", "S", "O", "O", "N", "C", "C", "O", "O", "H", "H", "H", "H", "H", "H", "H", "H", "H"],
  "xyz": [[2.8372, -1.2477, -3.2575], [-3.4533, 0.0651, 1.9083], [-3.5294, -1.0472, 0.8538], [-4.5614, -0.6347, -0.1955], [-4.0129, -2.3392, 1.5222], [-2.1464, -1.2619, 0.2474], [-1.8602, -1.0773, -1.0977], [-0.5670, -1.2655, -1.5492], [-0.2083, -0.9859, -3.3877], [0.5338, -1.6100, -0.7406], [1.7284, -1.7136, -1.2272], [0.2273, -1.8196, 0.6395], [-1.0831, -1.6447, 1.0615], [1.2360, -2.2573, 1.7209], [2.7121, -2.3054, 1.3056], [0.8450, -3.6616, 2.1968], [1.1485, -1.2918, 2.9135], [-4.4267, 0.2150, 2.3795], [-3.1448, 1.0057, 1.4513], [-2.7342, -0.1754, 2.6903], [-5.5318, -0.4838, 0.2816], [-4.6829, -1.3991, -0.9631], [-4.2829, 0.2973, -0.6866], [-5.0077, -2.1972, 1.9489], [-3.3432, -2.6461, 2.3249], [-4.0589, -3.1538, 0.7991], [-2.6200, -0.7891, -1.8067], [-1.2911, -1.8175, 2.1110], [2.8912, -3.0362, 0.5225], [3.2929, -2.5889, 2.1892], [3.0837, -1.3520, 0.9430], [0.9188, -4.3796, 1.3797], [-0.1765, -3.6877, 2.5780], [1.5160, -3.9852, 2.9959], [1.3585, -0.2693, 2.6000], [1.8891, -1.5726, 3.6645], [0.1698, -1.3053, 3.3939], [-1.1482, 3.8654, 1.1160], [0.0978, 3.3464, 0.4549], [0.4322, 1.9962, 0.5498], [1.5582, 1.5031, -0.0800], [2.3614, 2.3525, -0.8277], [2.0561, 3.6979, -0.9247], [0.9262, 4.1864, -0.2776], [3.7202, 1.6510, -1.7321], [4.2495, 0.5734, -0.9236], [4.5714, 2.7680, -2.0749], [3.0894, 0.9766, -3.0153], [2.6087, 1.8262, -4.0853], [2.1377, 1.0145, -5.3076], [1.7450, 1.6219, -6.2888], [2.2001, -0.2704, -5.2047], [-1.2676, 3.4464, 2.1158], [-2.0362, 3.5938, 0.5408], [-1.1301, 4.9512, 1.2037], [-0.1981, 1.3182, 1.1135], [1.8269, 0.4607, -0.0097], [2.6971, 4.3486, -1.5010], [0.6819, 5.2400, -0.3527], [3.3939, 2.5040, -4.4329], [1.7607, 2.4472, -3.7672]]
}

---

What did the fourth record say?
{
  "formula": "C23H29BrNO5PbS",
  "method": "ωB97M-V/def2-TZVPD",
  "max_force_ev_per_a": 0.465,
  "e_homo_ev": -5.036,
  "total_charge": -1,
  "species": ["Pb", "C", "C", "C", "C", "C", "C", "C", "Br", "C", "O", "C", "C", "C", "C", "C", "C", "H", "H", "H", "H", "H", "H", "H", "H", "H", "H", "H", "H", "H", "H", "H", "H", "H", "H", "H", "H", "C", "C", "C", "C", "C", "C", "C", "S", "O", "O", "N", "C", "C", "O", "O", "H", "H", "H", "H", "H", "H", "H", "H", "H"],
  "xyz": [[2.8372, -1.2477, -3.2575], [-3.4533, 0.0651, 1.9083], [-3.5294, -1.0472, 0.8538], [-4.5614, -0.6347, -0.1955], [-4.0129, -2.3392, 1.5222], [-2.1464, -1.2619, 0.2474], [-1.8602, -1.0773, -1.0977], [-0.5670, -1.2655, -1.5492], [-0.2083, -0.9859, -3.3877], [0.5338, -1.6100, -0.7406], [1.7284, -1.7136, -1.2272], [0.2273, -1.8196, 0.6395], [-1.0831, -1.6447, 1.0615], [1.2360, -2.2573, 1.7209], [2.7121, -2.3054, 1.3056], [0.8450, -3.6616, 2.1968], [1.1485, -1.2918, 2.9135], [-4.4267, 0.2150, 2.3795], [-3.1448, 1.0057, 1.4513], [-2.7342, -0.1754, 2.6903], [-5.5318, -0.4838, 0.2816], [-4.6829, -1.3991, -0.9631], [-4.2829, 0.2973, -0.6866], [-5.0077, -2.1972, 1.9489], [-3.3432, -2.6461, 2.3249], [-4.0589, -3.1538, 0.7991], [-2.6200, -0.7891, -1.8067], [-1.2911, -1.8175, 2.1110], [2.8912, -3.0362, 0.5225], [3.2929, -2.5889, 2.1892], [3.0837, -1.3520, 0.9430], [0.9188, -4.3796, 1.3797], [-0.1765, -3.6877, 2.5780], [1.5160, -3.9852, 2.9959], [1.3585, -0.2693, 2.6000], [1.8891, -1.5726, 3.6645], [0.1698, -1.3053, 3.3939], [-1.1482, 3.8654, 1.1160], [0.0978, 3.3464, 0.4549], [0.4322, 1.9962, 0.5498], [1.5582, 1.5031, -0.0800], [2.3614, 2.3525, -0.8277], [2.0561, 3.6979, -0.9247], [0.9262, 4.1864, -0.2776], [3.7202, 1.6510, -1.7321], [4.2495, 0.5734, -0.9236], [4.5714, 2.7680, -2.0749], [3.0894, 0.9766, -3.0153], [2.6087, 1.8262, -4.0853], [2.1377, 1.0145, -5.3076], [1.7450, 1.6219, -6.2888], [2.2001, -0.2704, -5.2047], [-1.2676, 3.4464, 2.1158], [-2.0362, 3.5938, 0.5408], [-1.1301, 4.9512, 1.2037], [-0.1981, 1.3182, 1.1135], [1.8269, 0.4607, -0.0097], [2.6971, 4.3486, -1.5010], [0.6819, 5.2400, -0.3527], [3.3939, 2.5040, -4.4329], [1.7607, 2.4472, -3.7672]]
}

---

Repeat the fourth record exactly.
{
  "formula": "C23H29BrNO5PbS",
  "method": "ωB97M-V/def2-TZVPD",
  "max_force_ev_per_a": 0.465,
  "e_homo_ev": -5.036,
  "total_charge": -1,
  "species": ["Pb", "C", "C", "C", "C", "C", "C", "C", "Br", "C", "O", "C", "C", "C", "C", "C", "C", "H", "H", "H", "H", "H", "H", "H", "H", "H", "H", "H", "H", "H", "H", "H", "H", "H", "H", "H", "H", "C", "C", "C", "C", "C", "C", "C", "S", "O", "O", "N", "C", "C", "O", "O", "H", "H", "H", "H", "H", "H", "H", "H", "H"],
  "xyz": [[2.8372, -1.2477, -3.2575], [-3.4533, 0.0651, 1.9083], [-3.5294, -1.0472, 0.8538], [-4.5614, -0.6347, -0.1955], [-4.0129, -2.3392, 1.5222], [-2.1464, -1.2619, 0.2474], [-1.8602, -1.0773, -1.0977], [-0.5670, -1.2655, -1.5492], [-0.2083, -0.9859, -3.3877], [0.5338, -1.6100, -0.7406], [1.7284, -1.7136, -1.2272], [0.2273, -1.8196, 0.6395], [-1.0831, -1.6447, 1.0615], [1.2360, -2.2573, 1.7209], [2.7121, -2.3054, 1.3056], [0.8450, -3.6616, 2.1968], [1.1485, -1.2918, 2.9135], [-4.4267, 0.2150, 2.3795], [-3.1448, 1.0057, 1.4513], [-2.7342, -0.1754, 2.6903], [-5.5318, -0.4838, 0.2816], [-4.6829, -1.3991, -0.9631], [-4.2829, 0.2973, -0.6866], [-5.0077, -2.1972, 1.9489], [-3.3432, -2.6461, 2.3249], [-4.0589, -3.1538, 0.7991], [-2.6200, -0.7891, -1.8067], [-1.2911, -1.8175, 2.1110], [2.8912, -3.0362, 0.5225], [3.2929, -2.5889, 2.1892], [3.0837, -1.3520, 0.9430], [0.9188, -4.3796, 1.3797], [-0.1765, -3.6877, 2.5780], [1.5160, -3.9852, 2.9959], [1.3585, -0.2693, 2.6000], [1.8891, -1.5726, 3.6645], [0.1698, -1.3053, 3.3939], [-1.1482, 3.8654, 1.1160], [0.0978, 3.3464, 0.4549], [0.4322, 1.9962, 0.5498], [1.5582, 1.5031, -0.0800], [2.3614, 2.3525, -0.8277], [2.0561, 3.6979, -0.9247], [0.9262, 4.1864, -0.2776], [3.7202, 1.6510, -1.7321], [4.2495, 0.5734, -0.9236], [4.5714, 2.7680, -2.0749], [3.0894, 0.9766, -3.0153], [2.6087, 1.8262, -4.0853], [2.1377, 1.0145, -5.3076], [1.7450, 1.6219, -6.2888], [2.2001, -0.2704, -5.2047], [-1.2676, 3.4464, 2.1158], [-2.0362, 3.5938, 0.5408], [-1.1301, 4.9512, 1.2037], [-0.1981, 1.3182, 1.1135], [1.8269, 0.4607, -0.0097], [2.6971, 4.3486, -1.5010], [0.6819, 5.2400, -0.3527], [3.3939, 2.5040, -4.4329], [1.7607, 2.4472, -3.7672]]
}